# C3H10N3

2 unconnected molecules or ions with the total composition C3H10N3 at a distorted geometry (ωB97M-V with the def2-TZVPD basis set, OMol25).

Positions of all 16 atoms, in Å:
C  0.206777  -1.387167  -1.321515
C  -0.609044  -0.170573  -1.751720
C  -0.478859  -0.541687  -0.375882
N  -1.206949  -0.450933  0.673785
N  1.344358  0.509769  0.457327
N  1.025604  1.774315  1.202086
H  0.145404  -2.426419  -1.649203
H  1.256906  -1.004842  -1.332631
H  -0.020345  0.615837  -2.354666
H  -1.631503  -0.301612  -2.105897
H  -1.866679  0.357028  0.555099
H  0.166795  1.806150  1.814244
H  1.289523  -0.346602  1.074706
H  0.984610  2.387225  0.504622
H  1.758812  1.916782  1.833681
H  -1.433146  -1.269122  1.174917

Cartesian forces, eV/Å:
1.9 0.1 -0.4
0.5 1.6 -2.5
3.0 0.9 -0.4
-2.7 1.9 -0.1
-0.9 -1.1 -0.7
-1.7 -5.6 3.3
-0.7 0.3 0.5
-0.7 -0.8 0.0
-1.1 -1.1 1.5
0.1 -0.1 -0.1
0.3 -1.6 1.0
0.4 -0.2 -1.0
0.3 1.8 0.1
-0.1 3.7 -3.3
1.7 0.8 0.9
-0.4 -0.7 1.0

The maximum force is 6.67 eV/A. Its total charge is +1. The LUMO energy is -3.3 eV. The value obtained for the gap between HOMO and LUMO is 0.340 Ha. The relative energy (zero: lowest compared OMol25 entry of this formula, charge and spin) is 143.7 kcal per mole. Its total energy is -7732.032 eV. Its spin multiplicity is 1.



# C3H10N3

2 unconnected molecules or ions with the total composition C3H10N3 at a distorted geometry (ωB97M-V with the def2-TZVPD basis set, OMol25).

Positions of all 16 atoms, in Å:
C  -1.026139  -0.290730  0.631974
C  2.652103  -0.019613  1.178497
C  1.642280  -0.830269  1.887030
N  0.035131  -0.504962  1.132795
N  -2.128217  -0.038115  0.090452
N  -2.485363  0.650674  -2.381079
H  2.509629  1.048477  1.326818
H  3.619659  -0.288897  1.613757
H  2.694160  -0.249240  0.116790
H  1.676184  -1.899611  1.723316
H  1.393195  -0.532705  2.896315
H  -2.240024  0.261102  -0.995362
H  -2.975246  -0.099502  0.633822
H  -2.244271  -0.100138  -3.020280
H  -1.948894  1.471261  -2.639793
H  -3.470433  0.861238  -2.502368

Cartesian forces, eV/Å:
5.1 -1.0 2.7
0.2 0.3 -0.2
-2.6 0.3 -1.1
-1.0 0.3 -0.6
-1.6 0.3 -0.8
0.0 0.0 -0.2
0.0 0.0 0.0
0.0 0.0 0.0
0.0 0.0 0.0
0.0 0.0 0.1
0.0 -0.1 0.1
0.1 0.0 0.1
0.0 -0.1 0.2
0.0 0.1 -0.1
-0.1 0.0 -0.1
0.0 0.1 -0.1

The maximum force is 5.81 eV/A. Its total charge is +1. The LUMO energy is -2.8 eV. The value obtained for the gap between HOMO and LUMO is 0.424 Ha. The relative energy (zero: lowest compared OMol25 entry of this formula, charge and spin) is 53.3 kcal per mole. Its total energy is -7735.951 eV. Its spin multiplicity is 1.



# C3H10N3

2 unconnected molecules or ions with the total composition C3H10N3 at a distorted geometry (ωB97M-V with the def2-TZVPD basis set, OMol25).

Positions of all 16 atoms, in Å:
C  -0.105870  -0.469218  -2.739107
C  -1.338786  -0.283380  -2.140680
H  0.179422  -1.456647  -3.127345
H  0.587475  0.344220  -2.942797
H  -1.860410  -1.156694  -1.737610
H  -1.856462  0.667056  -2.053530
N  0.453335  0.380383  2.508956
C  0.426602  0.204102  1.176456
N  -0.142629  1.144217  0.389889
N  0.804443  -0.977187  0.692033
H  -0.169364  1.106319  2.846357
H  0.384771  -0.457236  3.074860
H  -0.346181  0.976631  -0.590988
H  -0.313436  1.996901  0.904395
H  0.725788  -1.188217  -0.283872
H  0.907911  -1.794639  1.278389

Cartesian forces, eV/Å:
0.6 -0.1 -1.1
-1.0 -0.7 0.2
-0.1 0.2 0.1
0.1 0.1 0.2
0.0 0.2 0.1
0.0 0.2 -0.3
-0.6 0.3 -0.8
-1.3 -1.0 0.4
1.0 -0.8 1.0
-0.1 0.0 -0.3
0.3 0.1 0.3
0.5 0.1 0.1
0.4 0.7 0.9
-0.4 0.5 -1.0
0.2 0.1 -0.1
0.2 0.2 0.2

The maximum force is 1.68 eV/A. Its total charge is +2. The LUMO energy (spin up / spin down) is -10.4 / -14.1 eV. The value obtained for the gap between HOMO and LUMO (spin up / spin down) is 0.332 / 0.198 Ha. The relative energy (zero: lowest compared OMol25 entry of this formula, charge and spin) is 48.0 kcal per mole. Its total energy is -7722.916 eV. Its spin multiplicity is 2.



# C3H10N3O

2 unconnected molecules or ions with the total composition C3H10N3O at a distorted geometry (ωB97M-V with the def2-TZVPD basis set, OMol25).

Positions of all 17 atoms, in Å:
C  -1.069548  -1.571782  1.372556
N  -2.190548  -0.533848  1.111518
C  -1.519279  0.698094  0.445708
O  -1.182659  0.419200  -0.853731
H  -0.378121  -1.593137  0.492359
H  -1.540239  -2.563295  1.500033
H  -0.551790  -1.253723  2.301273
H  -2.876386  -0.916615  0.474989
H  -0.662406  0.978187  1.051421
H  -2.187986  1.578407  0.545943
N  1.260916  1.311179  -0.810940
C  2.380442  0.617016  -1.242317
N  2.387667  -0.644753  -1.421603
H  1.398166  2.315596  -0.902139
H  0.188016  0.890378  -0.847716
H  3.236582  1.246422  -1.468605
H  3.307169  -0.977329  -1.748744

Cartesian forces, eV/Å:
-1.4 1.3 -0.9
2.2 0.4 1.0
-1.3 -1.5 -1.1
0.5 0.8 0.7
-0.3 0.0 0.8
0.3 0.4 0.1
-0.2 -0.3 -0.6
0.3 0.0 -0.4
0.6 -0.3 0.6
-0.5 -0.4 0.0
1.3 -0.3 -0.5
-2.0 0.8 0.3
0.7 -1.0 -0.1
-0.3 -0.4 0.1
0.2 -0.2 -0.3
0.4 0.3 0.1
-0.5 0.4 0.2

The maximum force is 2.48 eV/A. Its total charge is -1. The LUMO energy is 4.0 eV. The value obtained for the gap between HOMO and LUMO is 0.277 Ha. The relative energy (zero: lowest compared OMol25 entry of this formula, charge and spin) is 28.2 kcal per mole. Its total energy is -9790.592 eV. Its spin multiplicity is 1.



# C3H10N3OP

C3H10N3OP in the gas phase at a distorted geometry (ωB97M-V with the def2-TZVPD basis set, OMol25).

Positions of all 18 atoms, in Å:
C  -1.377269  1.293133  0.416039
C  -0.946745  1.197856  -1.015547
C  0.412820  -2.344400  0.171822
N  -0.638264  0.459175  1.366740
N  0.508188  1.056089  -1.145018
N  1.442832  -1.475130  -0.164948
O  2.760061  0.710894  0.107263
P  1.366779  0.209185  0.037387
H  -1.425343  2.244744  0.883725
H  -2.445242  0.940886  0.391692
H  -1.562861  0.380841  -1.418442
H  -1.284417  2.034524  -1.653031
H  -0.587027  -1.830141  0.147825
H  0.416773  -3.321594  -0.406537
H  0.521959  -2.710119  1.202229
H  -0.500089  0.926646  2.359167
H  0.884402  1.991368  -1.330349
H  2.453451  -1.763952  0.049980

Cartesian forces, eV/Å:
-1.6 -0.5 2.4
0.0 -0.3 -0.9
-2.3 -2.6 1.0
2.7 -0.5 0.0
-0.6 0.0 -0.1
2.9 2.6 -0.2
-0.8 0.0 0.6
-1.3 0.1 0.3
0.0 1.6 -0.4
0.7 0.2 0.2
1.0 -0.4 -0.2
0.3 0.0 0.6
1.0 -0.6 -0.2
-0.1 1.4 0.0
-0.2 0.2 0.1
0.0 -0.9 -3.0
0.5 -0.8 0.3
-2.2 0.5 -0.4

The maximum force is 3.91 eV/A. The LUMO energy is 0.2 eV. The value obtained for the gap between HOMO and LUMO is 0.322 Ha. The relative energy (zero: lowest compared OMol25 entry of this formula, charge and spin) is 48.9 kcal per mole. Its total energy is -19078.597 eV. Its spin multiplicity is 1.



# C3H10N3Si

2 unconnected molecules or ions with the total composition C3H10N3Si at a distorted geometry (ωB97M-V with the def2-TZVPD basis set, OMol25).

Positions of all 17 atoms, in Å:
C  -1.620602  -0.224079  1.659120
C  -0.187490  -1.306666  -1.109102
C  -0.992735  1.882360  -0.656172
N  3.771490  -0.311245  0.116481
N  1.551710  -0.363094  0.741045
N  2.621727  -0.303693  0.370028
Si  -0.772228  0.120256  -0.001153
H  -2.554880  -0.783832  1.395837
H  -0.952989  -0.903287  2.340686
H  -1.887608  0.690857  1.989081
H  -0.942214  -1.753049  -1.737153
H  0.703593  -1.150648  -1.777819
H  0.350379  -1.874474  -0.360293
H  -1.843905  2.014123  -1.337429
H  -1.205649  2.501676  0.204508
H  -0.143466  2.428192  -1.080338
H  4.104861  -0.663398  -0.757325

Cartesian forces, eV/Å:
1.9 -4.4 -2.0
1.3 1.3 0.0
0.3 -0.1 0.6
1.6 0.9 0.8
-0.3 0.9 0.1
-1.6 -0.8 0.0
0.7 -0.1 -0.7
0.7 0.3 0.3
-1.4 1.5 -1.1
-0.7 2.9 1.8
-0.3 -0.6 0.3
-1.1 0.8 0.3
-0.9 -1.3 0.1
0.1 -0.4 0.0
-0.4 0.1 0.5
0.1 -0.7 -0.3
0.0 -0.4 -0.7

The maximum force is 5.17 eV/A. Its total charge is +1. The LUMO energy is -4.5 eV. The value obtained for the gap between HOMO and LUMO is 0.378 Ha. The relative energy (zero: lowest compared OMol25 entry of this formula, charge and spin) is 52.0 kcal per mole. Its total energy is -15611.755 eV. Its spin multiplicity is 1.



# C3H10N4

2 unconnected molecules or ions with the total composition C3H10N4 (ωB97M-V with the def2-TZVPD basis set, OMol25).

Positions of all 17 atoms, in Å:
C  -0.253071  -0.626596  1.518330
C  0.965026  -0.117514  1.560858
N  2.141300  -0.922989  1.467359
N  -1.426508  0.178041  1.551372
H  -0.395098  -1.703293  1.474205
H  1.101090  0.959787  1.592105
H  2.597256  -1.079657  2.356878
H  2.835213  -0.492781  0.870622
H  -2.225062  -0.366267  1.836807
H  -1.618631  0.621062  0.659849
N  0.527684  0.462963  -2.004456
C  -0.807781  0.344246  -2.279456
N  -1.589225  1.346698  -2.276596
H  0.987122  -0.340870  -1.607849
H  0.794501  1.356394  -1.621856
H  -1.121583  -0.671673  -2.521729
H  -2.512232  1.052448  -2.576442

Cartesian forces, eV/Å:
-0.5 0.0 0.1
0.5 0.3 -0.2
0.1 -0.3 -0.1
0.3 -0.1 0.0
0.2 0.0 0.1
-0.2 0.1 0.1
-0.2 0.0 0.1
0.0 0.0 0.0
-0.1 0.1 -0.1
0.0 0.1 0.1
-0.1 -0.1 0.0
0.1 0.1 0.1
0.0 -0.1 0.0
0.0 0.1 0.0
0.1 0.0 0.1
0.0 -0.1 0.0
-0.1 0.1 0.0

The maximum force is 0.60 eV/A. Its SMILES is [H]/N=C/N.N/C=C/N. The LUMO energy is 1.0 eV. The value obtained for the gap between HOMO and LUMO is 0.348 Ha. The relative energy (zero: lowest compared OMol25 entry of this formula, charge and spin) is 20.8 kcal per mole. Its total energy is -9232.682 eV. Its spin multiplicity is 1.



# C3H10N4

C3H10N4 in the gas phase at a distorted geometry (ωB97M-V with the def2-TZVPD basis set, OMol25).

Positions of all 17 atoms, in Å:
C  0.546880  -1.923541  0.080047
C  1.593122  -0.046124  -1.093049
C  0.228673  -0.575790  -0.509030
N  -1.794654  1.894168  0.999305
N  -1.508909  1.871037  2.250541
N  -1.171588  1.150477  0.116162
N  -0.238132  0.249360  0.537177
H  1.149090  -2.470963  -0.610859
H  1.249810  -1.788129  0.867492
H  -0.306247  -2.543757  0.237278
H  2.079017  -0.999617  -1.700056
H  2.088446  0.197816  -0.256986
H  1.457367  0.700866  -1.828536
H  -0.616455  -0.683468  -1.345249
H  -2.560102  2.569313  0.809746
H  -0.768939  1.050692  2.315479
H  -1.427379  1.347660  -0.869462

Cartesian forces, eV/Å:
0.2 -0.2 -1.0
-2.2 -4.5 -3.7
-0.7 -0.4 -2.7
-3.7 3.8 1.8
2.7 -2.3 3.1
2.2 -2.9 -4.5
-1.6 1.7 0.2
0.2 -0.5 -0.9
-0.1 0.0 1.4
-0.6 -0.2 0.9
-0.9 2.6 1.7
2.5 1.2 2.6
0.0 1.2 -0.4
1.7 0.2 1.4
1.1 -1.2 -0.9
-1.7 2.1 0.3
0.6 -0.6 0.9

The maximum force is 6.25 eV/A. The LUMO energy (spin up / spin down) is 0.9 / 0.0 eV. The value obtained for the gap between HOMO and LUMO (spin up / spin down) is 0.238 / 0.355 Ha. Its total energy is -9226.919 eV. Its spin multiplicity is 3.



# C3H10N4

A gas-phase ion, C3H10N4 (charge +2) at a distorted geometry (ωB97M-V with the def2-TZVPD basis set, OMol25).

Positions of all 17 atoms, in Å:
C  -0.820671  -1.064572  -0.492505
C  0.931730  0.717595  -0.506543
C  -0.625715  0.241973  1.542467
N  1.018544  1.983985  -0.371077
N  1.826559  -0.011706  -1.113268
N  -1.779117  -1.875799  -0.227313
N  -0.348314  -0.009889  0.186632
H  -0.283315  -1.308600  -1.434722
H  -1.593992  0.719340  1.719581
H  0.113740  0.860804  1.968732
H  -0.592573  -0.713669  2.085445
H  1.893600  2.471773  -0.598962
H  0.288309  2.628273  -0.161164
H  2.465733  0.516505  -1.706323
H  1.941137  -0.949217  -0.798023
H  -2.334491  -2.421778  -0.834185
H  -2.101162  -1.785019  0.741229

Cartesian forces, eV/Å:
1.7 0.1 -3.1
-3.1 -2.4 1.9
-1.4 -0.4 1.9
1.0 1.5 -0.2
-0.8 1.0 0.1
0.0 1.6 3.8
3.4 0.2 -3.7
-0.6 0.7 0.3
0.0 -0.1 -0.2
0.9 0.7 0.5
0.0 0.3 0.1
-0.3 -0.4 0.1
-1.0 0.1 0.3
0.4 -0.9 0.0
0.6 -0.8 -0.3
-0.1 -0.9 -1.1
-0.7 -0.4 -0.5

The maximum force is 5.01 eV/A. Its total charge is +2. Its SMILES is C[N+](C=[NH2+])=C(N)N. The LUMO energy is -8.5 eV. The value obtained for the gap between HOMO and LUMO is 0.419 Ha. The relative energy (zero: lowest compared OMol25 entry of this formula, charge and spin) is 20.0 kcal per mole. Its total energy is -9216.036 eV. Its spin multiplicity is 1.



# C3H10N4O

2 unconnected molecules or ions with the total composition C3H10N4O at a distorted geometry (ωB97M-V with the def2-TZVPD basis set, OMol25).

Positions of all 18 atoms, in Å:
C  -1.185316  -0.721134  0.094073
C  -0.765745  1.587685  0.635364
N  -0.332153  0.202611  0.590325
C  1.465088  -0.450182  -0.467212
N  -2.446220  -0.503412  -0.375957
N  2.285842  0.611033  -0.634944
O  -0.889238  -1.967982  0.339828
N  1.753880  -1.561251  0.176665
H  0.302423  -2.027582  0.372831
H  0.598038  -0.680676  -1.353486
H  -2.830167  0.428548  -0.402672
H  -2.983844  -1.358542  -0.433428
H  1.841643  1.442963  -1.004169
H  3.077059  0.667867  -0.008270
H  2.724944  -1.542036  0.492320
H  0.084095  2.224812  0.892969
H  -1.176760  1.929408  -0.324247
H  -1.523569  1.717871  1.410010

Cartesian forces, eV/Å:
1.0 2.2 3.7
0.0 -0.6 -0.5
-2.0 -0.8 -1.0
-1.8 -3.0 -2.8
0.8 -0.4 -0.2
-0.4 0.0 -0.3
2.5 -0.7 -1.3
-0.2 0.9 -1.0
-1.5 0.2 0.2
2.7 1.4 2.3
-0.1 -0.4 0.0
-0.3 0.6 -0.1
0.6 -0.1 0.2
-0.3 0.4 0.0
-0.5 -0.2 0.7
-0.1 0.0 0.0
0.0 0.3 0.0
-0.1 0.2 0.1

The maximum force is 4.49 eV/A. Its SMILES is C/N=C(\N)O.[H]/N=C\N. The LUMO energy is 0.8 eV. The value obtained for the gap between HOMO and LUMO is 0.324 Ha. The relative energy (zero: lowest compared OMol25 entry of this formula, charge and spin) is 66.0 kcal per mole. Its total energy is -11279.340 eV. Its spin multiplicity is 1.



The highest maximum force belongs to which entry? number 1